# 1
{"formula": "H28O14", "method": "ωB97M-V with the def2-TZVPD basis set", "species": ["H", "H", "H", "H", "H", "H", "H", "H", "H", "H", "H", "H", "H", "H", "H", "H", "H", "H", "H", "H", "H", "H", "H", "H", "H", "H", "H", "H", "O", "O", "O", "O", "O", "O", "O", "O", "O", "O", "O", "O", "O", "O"], "positions_angstrom": [[-0.193894, -0.317024, -0.432339], [0.042546, 0.568038, 0.780427], [3.343467, -3.154030, 3.316696], [2.331774, -2.188121, 2.722103], [-3.572594, -3.606173, -1.256922], [-4.293043, -2.901714, -2.394785], [1.009817, -1.895741, -2.990447], [-0.393135, -2.077295, -3.546148], [-0.290665, -0.478024, 2.479985], [0.663514, -1.264070, 3.364133], [-0.284323, -3.894195, -0.642627], [0.266053, -4.157276, 0.749464], [1.767844, -0.101086, 2.671138], [1.879584, 0.168155, 1.179473], [-0.887469, 0.232730, -1.947288], [0.350704, 0.540279, -2.773351], [-2.398068, 1.823231, 0.633763], [-3.770797, 2.454700, 0.469740], [2.969421, 2.945820, 2.444229], [3.438812, 2.261342, 1.170963], [1.459372, 0.165396, -1.551903], [2.238092, 1.323574, -0.950025], [-1.975059, 0.873905, -4.635944], [-0.697027, 1.612539, -4.998016], [1.137680, 1.834302, 1.946466], [0.323171, 1.507008, 3.187229], [-0.390722, 3.973377, 0.638030], [-1.051634, 4.719109, 1.785689], [0.014145, -0.356058, 0.507972], [2.862330, -2.962607, 2.503766], [-3.785564, -2.728613, -1.593853], [0.096253, -2.035502, -2.716846], [-0.249309, -1.250443, 3.055006], [-0.295321, -3.548037, 0.256842], [2.391033, -0.138211, 1.936804], [-0.578395, 0.778725, -2.678965], [-3.230846, 1.718889, 0.159860], [2.674758, 2.702088, 1.559492], [1.744161, 1.067399, -1.737042], [-1.015705, 0.781305, -4.628579], [0.247388, 1.598606, 2.230748], [-1.252856, 4.251363, 0.967328]], "forces_ev_per_angstrom": [[-0.224, -0.382, 0.172], [-0.521, 0.112, -0.020], [-0.003, -0.089, -0.110], [0.181, -0.058, -0.508], [0.059, 0.126, 0.098], [0.016, 0.074, 0.080], [-0.035, -0.158, -0.043], [-0.100, 0.224, 0.059], [-0.257, -0.355, -0.315], [-0.402, -0.360, 0.108], [0.012, 0.198, -0.038], [0.005, 0.155, 0.089], [0.152, 0.243, -0.408], [-0.225, -0.714, 0.031], [-0.177, 0.045, 0.027], [-0.749, 0.292, -0.409], [-0.055, 0.115, -0.021], [0.142, -0.039, -0.069], [0.032, 0.042, -0.033], [-0.011, -0.106, 0.102], [0.260, -0.053, 0.353], [0.074, 0.031, -0.178], [0.109, 0.003, 0.119], [-0.089, -0.026, -0.127], [0.485, 0.525, -0.060], [-0.321, 0.078, 0.010], [-0.090, -0.041, -0.041], [-0.062, -0.066, -0.065], [0.324, 0.223, -0.829], [0.037, -0.200, 0.402], [-0.052, -0.186, -0.189], [0.294, -0.219, 0.071], [0.190, 0.127, 0.830], [0.012, -0.292, -0.109], [0.847, 0.042, 0.438], [0.177, -0.264, 4.165], [-0.054, -0.023, 0.090], [0.147, 0.328, -0.109], [1.030, 0.007, 0.495], [-0.814, 0.176, -4.731], [-0.435, 0.374, 0.584], [0.092, 0.093, 0.092]], "lowdin_charge": [0.0223, 0.0049, 0.0365, -0.0152, 0.0307, 0.0279, 0.0478, 0.0531, -0.0127, 0.0039, 0.0174, 0.0318, 0.0094, 0.0055, 0.0284, 0.0037, 0.0042, 0.0312, 0.0715, 0.0633, 0.0247, 0.0398, 0.0531, 0.0487, -0.0081, 0.0796, 0.0290, 0.0369, -0.0458, -0.0516, -0.0566, -0.0345, -0.0339, -0.0575, -0.0506, -0.1052, -0.0589, -0.0400, -0.0390, -0.0830, -0.0607, -0.0520], "charge": 0, "e_above_lowest_kcal_mol": 119.9, "e_homo_ha": -0.316, "multiplicity": 1}

# 2
{"formula": "H28O14", "method": "ωB97M-V with the def2-TZVPD basis set", "species": ["O", "H", "H", "O", "H", "H", "O", "H", "H", "O", "H", "H", "O", "H", "H", "O", "H", "H", "O", "H", "H", "O", "H", "H", "O", "H", "H", "O", "H", "H", "O", "H", "H", "O", "H", "H", "O", "H", "H", "O", "H", "H"], "positions_angstrom": [[1.213736, 1.417098, 2.264325], [0.483372, 0.912990, 2.634969], [1.390508, 2.136648, 2.881026], [0.831417, 1.516457, -1.472358], [1.481145, 2.207497, -1.307600], [1.432334, 0.746658, -1.425090], [-0.259919, -0.505882, 0.049827], [-0.079916, 0.436622, -0.213259], [0.283945, -0.612416, 0.810996], [-2.668248, -0.134295, 1.616442], [-3.540559, -0.231734, 2.009339], [-2.309473, -1.021325, 1.507535], [1.552278, -1.556289, 1.714814], [1.288151, -2.447644, 1.478279], [2.301020, -1.556284, 2.306459], [-2.725155, -2.308491, -1.252120], [-2.978268, -2.954489, -1.922385], [-1.840826, -2.130380, -1.615328], [-1.257164, 2.029582, 0.945850], [-1.568459, 1.133045, 1.182949], [-2.137665, 2.328254, 0.593997], [0.484061, -3.728583, 1.006066], [-0.411371, -3.406384, 0.950500], [0.927752, -3.452869, 0.236197], [3.571914, 0.707976, 1.311762], [2.614808, 0.741044, 1.477124], [3.669671, -0.107388, 0.784802], [-0.944027, 3.691000, -1.708240], [-0.590368, 2.900873, -1.293587], [-0.264780, 3.825352, -2.394064], [-0.519788, 1.675537, -3.881892], [0.290283, 1.977438, -4.309099], [-0.205313, 1.375229, -2.996571], [-0.675409, -0.175764, 3.452435], [-1.288484, -0.028187, 2.718642], [-1.189376, 0.182151, 4.172213], [-0.755196, -1.085564, -2.603438], [-1.480628, -0.532828, -2.490092], [-0.535791, -1.262087, -1.680210], [2.297557, -0.658578, -1.566802], [2.204247, -0.471771, -2.496130], [1.907985, -1.572222, -1.478283]], "forces_ev_per_angstrom": [[0.363, 0.442, -0.146], [-0.131, -0.155, 0.489], [-0.066, -0.121, -0.182], [0.891, 0.095, 0.063], [-0.267, 0.575, 0.223], [-0.425, -0.481, 0.242], [-0.958, 0.913, -1.220], [-0.371, -0.795, 0.201], [1.252, -0.449, 1.219], [-0.395, -0.409, 0.133], [-0.069, -0.025, 0.011], [-0.213, -0.169, -0.478], [0.302, 1.247, -0.216], [0.081, -0.458, 0.845], [0.163, -0.038, 0.251], [0.324, -0.630, -0.221], [-0.650, -0.120, 0.214], [-0.433, 0.178, 0.252], [-1.935, 0.046, -0.529], [0.555, 0.494, -0.152], [1.320, 0.268, 0.244], [-0.480, -1.328, 1.329], [-0.554, 0.160, -0.215], [0.519, 0.173, -1.936], [0.316, -0.942, -0.673], [-0.022, 0.319, 0.307], [0.082, 0.632, 0.236], [0.703, 0.389, -0.374], [-0.307, -0.243, 0.503], [-0.764, 0.145, 0.115], [0.355, -0.275, 0.378], [-0.162, -0.082, -0.045], [-0.208, 0.411, -0.874], [0.052, -0.121, -0.092], [-0.124, -0.108, -0.016], [-0.008, 0.182, 0.662], [2.165, -1.820, -0.258], [-2.225, 1.916, -0.249], [0.844, 0.510, 0.378], [-0.144, -1.819, 0.439], [0.099, -0.108, -0.871], [0.528, 1.599, 0.011]], "lowdin_charge": [-0.0540, -0.0128, 0.0753, -0.0822, 0.0953, 0.0044, -0.0636, 0.0473, -0.0201, -0.0417, 0.0940, 0.0658, -0.0505, -0.0349, 0.0670, -0.0680, 0.0462, -0.0241, -0.0859, -0.0288, 0.0796, 0.0197, 0.0656, 0.0317, -0.0944, -0.0379, 0.0185, -0.0690, -0.0286, 0.0337, -0.0823, 0.0337, -0.0107, -0.0397, -0.0137, 0.0625, -0.0251, 0.0197, -0.0069, -0.0348, 0.0583, 0.0914], "charge": 0, "e_above_lowest_kcal_mol": 52.8, "e_homo_ha": -0.377, "multiplicity": 1}